75
Properties=species:S:1:pos:R:3:forces:R:3 method="wB97M-V/def2-TZVPD" lumo_energy_ev="-2.2 / -2.2" relative_energy_kj_mol=234.7 homo_lumo_gap_ev="7.0 / 7.0" total_charge=+1 multiplicity=7 e_tot_ev=-73802.6435 homo_ev="-9.14 / -9.15" molar_mass_g_mol=656.5
Tb 2.889 -13.646 9.551 1.6770 0.6177 -1.2959
C 0.370 -11.573 11.353 -1.4985 0.0937 -0.1620
C 0.811 -10.699 10.207 -1.1431 0.0881 -0.7085
N 1.942 -11.191 9.416 0.9598 0.8045 -0.4862
C 3.153 -10.320 9.589 -0.8621 0.9443 0.1096
C 4.242 -10.577 8.518 -0.2384 2.8647 0.1308
N 4.426 -11.947 8.157 -0.2940 -1.9536 0.1973
C 5.817 -12.387 7.990 0.6697 1.4637 -1.5159
C 6.688 -12.713 9.173 1.7814 -0.1517 1.3693
C 6.093 -12.587 10.591 -0.8370 0.0549 -0.9110
N 5.153 -13.687 10.865 -0.3815 0.0071 0.8453
C 4.789 -13.739 12.299 0.6140 0.7648 0.6249
C 3.753 -12.698 12.755 -1.6219 -0.6722 -0.2346
N 2.457 -12.779 11.929 1.4862 -0.3171 0.3777
C 1.404 -11.869 12.370 -0.2009 -0.2142 3.4873
H -0.084 -12.537 10.989 0.3036 0.8638 0.3021
H -0.425 -10.943 11.841 0.4256 -0.9680 -0.2340
H 0.944 -9.673 10.575 0.3826 -0.1109 -0.0660
H -0.065 -10.621 9.523 0.4631 -0.0107 0.3436
H 1.641 -11.130 8.423 0.6825 -0.1977 0.9628
H 3.585 -10.399 10.611 -0.4288 -0.5429 -0.4733
H 2.782 -9.244 9.569 0.7849 -1.0034 -0.2990
H 5.148 -10.073 8.963 -0.4765 -0.9832 -0.6208
H 4.017 -9.919 7.634 0.0729 -0.6952 0.5063
H 3.963 -12.228 7.274 0.0898 0.6425 0.7985
H 6.312 -11.588 7.394 -0.0281 -0.2629 0.3454
H 5.847 -13.223 7.322 -0.4818 -0.6198 -0.2117
H 7.611 -12.060 9.173 -1.0128 -0.5154 -0.0962
H 7.085 -13.749 9.028 -0.4379 0.7625 0.3232
H 5.478 -11.673 10.644 0.5646 0.0378 0.1897
H 6.883 -12.550 11.353 -0.0515 0.0479 -0.1524
H 5.636 -14.570 10.656 -0.3163 -0.0340 -0.5169
H 5.681 -13.485 12.927 -0.4030 -0.4609 -0.3437
H 4.489 -14.756 12.548 -0.1750 0.0416 -0.0316
H 4.141 -11.690 12.667 0.0153 0.1895 -0.1451
H 3.482 -12.856 13.828 0.4095 0.0472 -0.6494
H 2.061 -13.693 12.122 0.1801 -0.3426 0.0639
H 1.816 -10.951 12.840 0.1653 -0.2380 -0.7599
H 0.907 -12.339 13.319 0.5303 0.6432 -1.5811
O 4.077 -14.939 8.195 0.0323 1.2684 0.8576
C 4.176 -16.032 7.524 0.5275 -2.2531 0.0313
C 3.558 -16.090 6.260 0.7798 -1.7268 0.6602
C 3.477 -17.280 5.541 0.1960 0.2513 -0.3272
C 4.027 -18.455 6.038 -0.0963 -0.7803 0.4713
C 4.629 -18.435 7.298 0.5413 -0.0912 -0.1359
C 4.874 -17.255 8.016 -1.9912 1.2616 -1.8696
C 5.973 -17.185 8.926 0.4396 2.0059 1.6072
N 6.385 -16.032 9.576 -0.2857 -2.4232 -1.1006
C 7.595 -16.370 10.122 0.6328 -0.8091 0.0098
C 7.908 -17.681 9.863 -0.8049 0.0024 -0.5296
N 6.853 -18.210 9.075 0.6373 0.3479 1.1206
H 3.236 -15.154 5.904 -0.6041 0.9066 -0.5981
H 3.000 -17.287 4.564 0.1186 0.0374 0.0464
H 4.055 -19.412 5.478 -0.4143 0.8670 0.3637
H 4.997 -19.395 7.705 -0.0438 0.5786 -0.3861
H 8.253 -15.661 10.657 -0.6731 -0.4566 -0.3664
H 8.800 -18.226 10.069 0.2225 -0.3792 0.1669
H 6.647 -19.214 8.847 0.6335 1.7988 0.2711
O 1.004 -14.794 10.085 0.2725 -1.8447 0.6269
N 1.580 -15.938 10.406 0.7740 1.2927 -0.0941
O 2.820 -15.811 10.601 -1.9406 -0.1461 0.1389
C -0.047 -12.288 5.567 -0.1442 -0.3759 -0.2790
P 0.151 -13.445 6.973 2.0109 -1.3205 0.1253
C 0.210 -15.184 6.413 -1.0220 -0.3128 -0.1989
C -1.247 -13.378 8.050 -0.9051 1.1683 0.5141
O 1.489 -13.170 7.723 -1.8659 -0.0419 -1.5350
H -1.035 -12.174 5.056 0.6474 -0.6304 0.6886
H 0.699 -12.605 4.811 -0.2931 0.4130 0.3864
H 0.185 -11.303 5.962 0.3143 0.1789 -0.0755
H -0.579 -15.438 5.643 0.7181 0.3771 0.9055
H 0.045 -15.838 7.327 0.3544 0.7849 -1.0821
H 1.191 -15.386 5.970 -0.2603 -0.0146 0.2402
H -2.043 -12.794 7.564 -0.0432 -0.5121 0.0336
H -1.000 -12.777 8.936 0.1067 -0.3477 -0.0854
H -1.585 -14.370 8.358 0.0590 0.2400 -0.0847


76
Properties=species:S:1:pos:R:3:forces:R:3 method="wB97M-V/def2-TZVPD" lumo_energy_ev="-2.6 / -2.9" homo_lumo_gap_ev="5.8 / 5.4" total_charge=0 e_tot_ev=-62126.3572 homo_ev="-8.37 / -8.38" molar_mass_g_mol=709.2
H -0.399 2.055 -0.724 -0.0853 0.0367 -0.2840
N -0.087 1.104 -2.588 0.4866 0.7683 0.2494
B 0.723 0.477 -4.922 0.7448 -0.0547 1.9959
N 0.522 1.494 -3.744 -0.4541 0.5379 0.2855
C 0.908 2.793 -3.657 -0.1701 -0.4448 0.0142
Hg -1.526 -1.050 -2.184 2.0046 0.4818 0.5145
H 1.394 3.273 -4.519 -0.3160 -0.2516 0.6992
C 0.558 3.248 -2.392 0.2301 0.3495 0.0933
H 0.718 4.248 -1.992 -0.0280 -0.3996 -0.1169
C -0.039 2.142 -1.747 0.2325 0.1499 -0.8917
H 1.297 1.003 -5.846 -0.3791 -0.2136 0.0103
C -1.118 -2.981 -1.232 -2.5921 -0.2744 0.7413
H -1.534 -2.497 -0.303 0.6249 -1.6648 -0.4358
H -0.186 -3.598 -1.122 -0.8130 1.2896 -0.4907
H -1.974 -3.475 -1.799 1.3151 -0.0437 0.9784
N -0.647 -0.108 -5.211 -1.6615 -0.5175 -0.4911
N 1.596 -0.644 -4.279 0.0498 -0.8916 0.1094
N -1.470 -0.664 -4.252 -0.8088 0.4379 -4.1199
N 1.138 -1.304 -3.158 1.3769 0.0957 -0.4352
C -1.277 -0.102 -6.407 -0.2173 -0.1404 0.1619
C 2.850 -1.046 -4.615 -0.5051 -0.6968 1.3038
H -0.771 0.313 -7.301 -0.4581 -0.3933 0.8465
H 3.337 -0.635 -5.496 -0.0908 -0.1638 0.3373
C -2.551 -0.671 -6.250 0.3667 0.1694 -0.2411
C 3.260 -1.987 -3.649 -1.1564 0.9541 -0.2626
C -2.615 -1.001 -4.897 1.0784 0.4605 -0.1578
C 2.149 -2.076 -2.746 0.6490 0.6652 -1.5964
H -3.318 -0.831 -7.010 0.4258 0.1147 0.3518
H 4.197 -2.508 -3.618 0.1384 -0.0669 0.1018
H -3.412 -1.459 -4.336 -0.1076 -0.0379 -0.0322
H 2.103 -2.616 -1.820 -0.2150 -0.2487 0.0437
H -2.625 0.229 -1.632 0.3381 -0.7964 -0.4788
C 2.654 3.220 2.338 -0.0507 0.0275 0.0397
C 2.383 1.759 1.959 0.1342 0.1884 -0.0383
C 2.881 1.518 0.536 0.0598 0.1023 -0.0849
C 3.112 0.837 2.930 0.1688 0.0917 0.1245
O 0.967 1.580 2.043 -0.0535 -1.2791 -0.5940
Si 0.015 0.197 1.876 -1.2378 4.2498 3.4389
S 0.537 -1.083 0.441 1.0529 -1.3237 -1.3292
O -0.153 -0.434 3.408 0.1456 -0.4399 -0.8112
C 0.172 -1.624 4.153 -0.0574 0.0266 -0.0153
C 0.758 -2.713 3.269 0.2638 -0.1746 -0.1052
C 1.174 -1.266 5.245 0.1837 0.0721 0.1437
C -1.101 -2.157 4.804 -0.1833 -0.0982 0.0824
O -1.367 1.096 1.549 0.3445 -1.0064 0.0891
C -2.773 0.853 1.709 0.2427 0.0628 -0.1590
C -3.427 1.081 0.344 0.0518 -0.2755 0.0775
C -3.062 -0.550 2.237 -0.3433 0.0553 0.1438
C -3.315 1.897 2.685 0.0281 -0.0382 0.0145
H 3.730 3.426 2.295 -0.1687 -0.0308 0.0039
H 2.301 3.429 3.354 0.0254 -0.0701 -0.1620
H 2.144 3.902 1.646 0.0515 -0.1908 0.1236
H 3.968 1.686 0.509 -0.2701 -0.1371 -0.1153
H 2.661 0.494 0.203 0.1707 0.2349 0.0603
H 2.405 2.219 -0.160 0.0533 -0.1483 0.0831
H 2.740 0.989 3.951 0.0500 -0.0803 -0.2468
H 2.998 -0.216 2.641 -0.0321 0.1536 0.0869
H 4.185 1.078 2.917 -0.2454 -0.1397 0.0245
H 1.701 -2.397 2.808 -0.1012 -0.0361 0.1434
H 0.954 -3.599 3.892 -0.0385 0.1878 -0.2981
H 0.069 -2.993 2.463 -0.0330 -0.0229 0.1383
H 0.773 -0.494 5.912 0.0645 -0.0981 -0.1916
H 1.388 -2.159 5.847 -0.0574 0.1747 -0.0938
H 2.121 -0.918 4.820 -0.2358 -0.0351 0.0683
H -1.572 -1.400 5.443 0.0853 -0.0848 -0.1849
H -1.820 -2.495 4.049 0.1043 0.1061 0.1248
H -0.851 -3.022 5.432 -0.0511 0.1794 -0.0993
H -3.002 0.335 -0.406 -0.6700 0.8895 1.1758
H -4.514 0.926 0.424 0.3054 0.0588 -0.1930
H -3.216 2.105 -0.004 -0.0610 -0.4158 -0.0005
H -2.696 -0.648 3.265 -0.0290 -0.0144 -0.3426
H -4.152 -0.701 2.256 0.2730 -0.0489 -0.0346
H -2.620 -1.336 1.607 -0.0306 0.1748 0.0981
H -2.853 1.770 3.671 -0.0659 0.0564 -0.1666
H -3.096 2.903 2.309 -0.0191 -0.1831 0.1231
H -4.402 1.781 2.779 0.1726 0.0688 0.0542


82
Properties=species:S:1:pos:R:3:forces:R:3 method="wB97M-V/def2-TZVPD" lumo_energy_ev=-0.1 homo_lumo_gap_ev=7.6 total_charge=0 e_tot_ev=-157676.4157 homo_ev=-7.67 molar_mass_g_mol=734.9
C 5.301 0.952 -3.825 0.0287 -0.2857 -0.0495
C 4.209 0.239 -4.603 0.1850 0.4932 0.1251
O 3.743 -0.896 -3.896 -0.0611 -0.2845 -0.2903
C 2.609 -0.597 -3.129 -0.1395 0.4738 0.3562
C 2.343 -1.788 -2.242 0.2028 -0.6260 -1.0196
O 1.163 -1.703 -1.468 0.1814 -0.4492 0.3985
C 1.055 -1.011 -0.267 -0.8527 1.1236 -0.0461
P 2.517 -1.187 0.842 1.6905 -0.3199 -0.3025
N 3.777 -0.556 0.225 -0.4967 0.1379 -0.2111
O 2.652 -2.764 1.182 -0.5618 0.5458 0.2573
O 2.157 -0.480 2.231 -0.4170 -0.6041 -0.2023
N 1.021 0.412 -0.656 0.0979 0.2455 0.6997
C 0.214 1.305 0.200 0.4286 -1.2239 -0.4353
C 0.757 2.710 -0.100 1.0197 0.1929 0.3240
C 1.778 3.143 0.951 -0.4044 -0.1788 0.0086
F -0.182 3.711 -0.250 -0.5368 -0.0123 0.1362
C -1.247 0.946 -0.113 -0.3051 1.0624 0.5768
C -2.142 1.262 1.099 -0.0609 0.1372 0.2689
C -1.813 2.458 1.971 -0.3212 0.0900 0.5545
O -0.753 2.139 2.883 0.2076 0.1901 -0.1890
C -1.093 2.248 4.239 0.7257 -0.3353 -0.2291
C 0.200 2.348 5.024 0.2555 0.3782 0.7123
F 0.987 3.363 4.572 -0.4897 -0.9576 0.4202
F -0.103 2.611 6.336 0.4053 -0.2806 -1.0611
F 0.917 1.194 4.993 -0.3352 0.8576 -0.0590
C -1.712 1.573 -1.449 -0.3724 0.0258 -0.4908
Cl -2.367 0.237 -2.492 -0.5987 0.7722 -1.0749
C -2.729 2.731 -1.383 -0.2793 -0.5546 -0.7811
C -4.214 2.340 -1.413 0.1832 0.6577 0.7749
N -1.327 -0.568 -0.304 1.0476 -0.0718 1.0463
F -2.615 -0.924 -0.015 0.1077 -0.0995 0.0267
C -0.360 -1.472 0.359 0.0979 -1.6070 -0.0441
C -0.390 -1.554 1.888 0.0872 0.7383 0.0400
C -1.637 -1.944 2.634 -1.4863 0.0688 0.2789
O -2.763 -1.585 2.484 1.2537 -0.4087 0.0863
Br -1.254 -3.078 4.223 0.1145 0.3186 -0.2093
P -0.627 -3.302 -0.376 0.4593 -0.4988 -0.6227
C -0.878 -4.454 1.026 -0.6433 0.4864 0.3638
C -2.261 -3.319 -1.255 0.2273 -0.0434 0.7720
C -3.522 -3.487 -0.409 0.2858 0.0251 -0.2506
H 5.409 1.980 -4.151 0.0091 0.2297 -0.0236
H 6.261 0.462 -3.941 0.1435 -0.1473 0.0013
H 5.045 0.923 -2.771 -0.0141 0.1993 0.2251
H 3.395 0.944 -4.767 -0.3193 -0.0166 -0.0709
H 4.556 -0.062 -5.585 0.0682 -0.2839 -0.1262
H 2.767 0.321 -2.562 0.1406 0.0540 0.1978
H 1.723 -0.429 -3.743 -0.0907 0.0224 -0.2376
H 2.156 -2.609 -2.931 -0.2561 -0.1833 0.0233
H 3.240 -2.095 -1.715 0.0595 0.2847 0.4949
H 4.545 -1.194 0.088 0.2695 0.1327 -0.1577
H 2.617 -3.237 0.341 -0.0513 -0.4775 -0.0731
H 2.504 -1.041 2.937 0.0345 0.2331 0.4364
H 1.988 0.735 -0.635 0.0331 0.0089 -0.2969
H 0.443 1.073 1.235 -0.3063 0.2391 0.3270
H 1.309 2.672 -1.035 -0.3188 -0.0900 -0.4703
H 1.512 2.805 1.944 -0.1263 -0.0247 0.2224
H 2.758 2.746 0.706 0.2018 0.0049 -0.0195
H 1.798 4.225 0.958 0.2528 0.2351 -0.0819
H -2.134 0.453 1.821 0.1117 -0.2772 -0.1689
H -3.182 1.329 0.817 -0.1586 0.0998 -0.3357
H -2.707 2.635 2.565 -0.2300 0.0607 0.0256
H -1.593 3.396 1.479 0.2400 0.0050 -0.3128
H -1.666 3.140 4.474 -0.2211 0.1285 -0.0397
H -1.597 1.339 4.561 -0.3112 0.0241 0.3193
H -0.863 1.934 -2.014 0.4366 0.0095 0.2576
H -2.567 3.269 -2.312 0.1820 0.2733 -0.0726
H -2.524 3.449 -0.602 0.2005 -0.0800 0.3555
H -4.763 3.149 -0.933 -0.2002 0.0910 -0.0021
H -4.437 1.445 -0.847 -0.0868 -0.3403 -0.1419
H -4.587 2.266 -2.422 -0.0579 -0.3869 -0.2225
H -1.229 -0.783 -1.321 -0.4048 0.4366 -0.4334
H -0.116 -0.587 2.318 -0.1256 0.0867 0.2597
H 0.394 -2.221 2.212 0.0955 -0.2386 -0.1409
H -0.869 -5.440 0.572 0.0984 -0.1466 -0.2272
H -0.080 -4.424 1.758 0.2679 0.0042 0.0196
H -1.826 -4.370 1.548 -0.1744 0.0408 0.1322
H -2.168 -4.184 -1.906 0.1787 -0.0694 -0.2745
H -2.334 -2.464 -1.932 -0.2346 0.0487 -0.3870
H -3.627 -4.514 -0.077 -0.0454 -0.1838 0.1663
H -4.381 -3.247 -1.025 -0.1860 0.1096 -0.1129
H -3.510 -2.834 0.454 -0.2320 -0.0635 0.1819
F -3.341 -1.553 -3.434 0.1968 -0.2319 0.1252